1.
The following is a DFT calculation (the ωB97M-V functional and the def2-TZVPD basis) of a single C22H19BrN4O3S molecule.

Kohn-Sham gap	7.1047	eV
SMILES string	[H]/N=c1\c(S(=O)(=O)c2ccc(Br)cc2)cc2c(=O)n3ccccc3nc2n1C1CCCC1
E_LUMO	-0.035	Ha
HOMO energy	-8.06	eV

Each line ends with the Mulliken charge.
Cartesian coordinates (Å):
H  2.868  1.471  1.120  0.301
N  1.856  1.757  1.184  -0.691
C  0.999  0.875  0.656  0.310
C  1.497  -0.352  0.201  0.020
S  3.197  -0.895  0.317  1.710
O  4.102  0.195  0.553  -0.838
O  3.399  -1.887  1.359  -0.721
C  3.724  -1.497  -1.320  -0.115
C  3.971  -0.730  -2.407  -0.046
C  4.536  -1.270  -3.605  -0.718
C  4.680  -2.677  -3.605  0.254
Br  5.518  -3.425  -5.123  -0.184
C  4.175  -3.488  -2.588  -0.653
C  3.766  -2.902  -1.389  -0.141
C  0.668  -1.237  -0.362  -0.212
C  -0.667  -0.990  -0.395  -0.019
C  -1.600  -2.003  -0.988  -0.135
O  -1.232  -3.103  -1.320  -0.635
N  -3.006  -1.585  -1.057  0.122
C  -3.945  -2.551  -1.484  -0.210
C  -5.364  -2.395  -1.325  -0.627
C  -5.864  -1.198  -0.586  -0.281
C  -4.896  -0.256  -0.221  -0.705
C  -3.417  -0.460  -0.332  0.526
N  -2.567  0.342  0.279  -0.433
C  -1.184  0.187  0.214  0.286
N  -0.429  1.214  0.682  0.317
C  -1.012  2.253  1.584  0.011
C  -0.618  2.071  3.031  -1.008
C  -0.519  3.443  3.665  -0.567
C  -0.783  4.550  2.592  -0.774
C  -0.620  3.742  1.342  -0.819
H  3.643  0.275  -2.290  0.448
H  4.832  -0.609  -4.484  0.337
H  4.272  -4.552  -2.625  0.417
H  3.574  -3.583  -0.520  0.396
H  0.987  -2.306  -0.761  0.310
H  -3.687  -3.588  -1.811  0.302
H  -6.022  -3.074  -1.694  0.491
H  -6.949  -0.885  -0.455  0.316
H  -5.260  0.663  0.170  0.410
H  -2.120  2.260  1.638  0.545
H  -1.353  1.420  3.485  0.474
H  0.269  1.564  3.151  0.242
H  -1.281  3.469  4.467  0.238
H  0.442  3.671  4.123  0.367
H  -0.142  5.374  2.685  0.420
H  -1.799  4.914  2.679  0.282
H  -1.155  4.061  0.435  0.400
H  0.512  3.728  1.137  0.279



2.
The following is a DFT calculation (the ωB97M-V functional and the def2-TZVPD basis) of a molecular structure, C22H19ClF4IrN3O2S.

multiplicity	2
Kohn-Sham gap (spin up / spin down)	5.0087 / 4.9967	eV
E_LUMO (spin up / spin down)	-0.209 / -0.205	Ha
⟨S²⟩	1.169
charge	+1
HOMO energy (spin up / spin down)	-10.70 / -10.58	eV

Each line ends with the Mulliken spin population.
Cartesian coordinates (Å):
Ir  0.001  -0.058  -0.075  1.210
C  -1.656  -2.096  -2.031  -0.008
N  -1.826  -1.516  -0.699  -0.003
C  -1.986  -2.597  0.267  0.007
C  -2.977  -0.608  -0.597  -0.008
C  -2.749  0.728  -1.300  0.023
N  -1.546  1.352  -0.820  0.038
C  -1.254  2.615  -1.149  -0.013
C  -0.099  3.208  -0.572  0.015
F  0.615  2.432  0.282  0.019
C  0.319  4.491  -0.856  -0.003
F  1.442  4.950  -0.305  0.000
C  -0.409  5.300  -1.719  0.013
C  -1.535  4.757  -2.318  -0.005
F  -2.231  5.496  -3.179  0.000
C  -1.944  3.455  -2.069  0.003
F  -3.007  2.984  -2.738  0.000
H  -2.451  -2.817  -2.248  -0.003
H  -0.696  -2.609  -2.079  -0.002
H  -1.653  -1.332  -2.803  0.006
H  -2.939  -3.114  0.109  -0.002
H  -1.968  -2.197  1.279  -0.003
H  -1.175  -3.310  0.145  0.002
H  -3.148  -0.409  0.466  -0.008
H  -3.875  -1.082  -1.015  0.004
H  -3.623  1.364  -1.111  -0.006
H  -2.679  0.583  -2.385  0.011
H  -0.098  6.310  -1.925  0.000
Cl  0.838  -4.065  6.389  0.001
C  0.622  -2.929  5.123  0.007
C  0.095  -1.655  5.415  -0.003
C  -0.096  -0.747  4.419  0.015
C  0.200  -1.039  3.044  0.011
O  -0.068  -0.176  2.165  0.102
C  0.786  -2.334  2.777  -0.009
C  1.200  -2.723  1.463  0.004
O  1.041  -2.138  0.393  0.021
C  0.968  -3.247  3.827  0.000
H  -0.155  -1.409  6.436  0.000
H  -0.501  0.232  4.625  0.000
H  1.732  -3.691  1.437  0.002
H  1.372  -4.224  3.611  0.000
S  0.441  0.287  -2.860  -0.501
C  2.043  0.327  -2.234  0.018
C  3.177  0.490  -3.032  0.001
C  4.413  0.473  -2.421  0.011
C  4.483  0.335  -1.037  0.003
C  3.310  0.183  -0.316  -0.003
N  2.124  0.176  -0.905  0.031
H  3.052  0.615  -4.095  0.003
H  5.312  0.575  -3.010  0.001
H  5.434  0.342  -0.529  0.000
H  3.321  0.062  0.758  -0.002



3.
The following is a DFT calculation (the ωB97M-V functional and the def2-TZVPD basis) of a single C22H19F2N5 molecule.

Kohn-Sham gap	9.5309	eV
SMILES string	Fc1ccc(C(CCCn2nnc(-c3cccnc3)n2)c2ccc(F)cc2)cc1
E_LUMO	0.017	Ha
HOMO energy	-9.07	eV

Each line ends with the Mulliken charge.
Cartesian coordinates (Å):
F  -0.855  -3.795  -0.509  -0.371
C  -0.109  -2.682  -0.338  0.674
C  0.849  -2.361  -1.282  -0.964
C  1.600  -1.215  -1.103  0.127
C  1.396  -0.393  0.000  -0.654
C  2.202  0.878  0.155  0.863
C  1.815  1.894  -0.934  -1.284
C  0.304  2.066  -1.088  -0.868
C  -0.371  2.703  0.130  -0.510
N  -1.765  2.376  0.136  0.903
N  -2.736  3.254  0.119  -0.827
N  -3.842  2.602  0.120  -0.367
C  -3.520  1.291  0.134  -0.006
C  -4.471  0.202  0.135  0.523
C  -4.042  -1.120  0.021  -0.253
C  -4.990  -2.126  0.031  -0.532
C  -6.327  -1.769  0.150  -0.257
N  -6.742  -0.517  0.254  -0.643
C  -5.841  0.444  0.247  -0.246
N  -2.198  1.136  0.145  -0.367
C  3.679  0.536  0.176  -0.605
C  4.629  1.162  -0.619  -0.205
C  5.965  0.802  -0.549  -0.810
C  6.346  -0.194  0.328  0.369
F  7.646  -0.549  0.398  -0.332
C  5.426  -0.833  1.139  -0.691
C  4.099  -0.460  1.056  -0.365
C  0.436  -0.751  0.937  0.489
C  -0.323  -1.896  0.778  -0.914
H  0.997  -3.003  -2.137  0.479
H  2.357  -0.956  -1.828  0.444
H  1.968  1.312  1.135  0.430
H  2.200  1.548  -1.894  0.441
H  2.271  2.859  -0.706  0.521
H  0.102  2.680  -1.968  0.436
H  -0.150  1.087  -1.250  0.400
H  0.068  2.316  1.053  0.292
H  -0.297  3.791  0.122  0.348
H  -2.988  -1.332  -0.076  0.539
H  -4.700  -3.161  -0.056  0.412
H  -7.107  -2.520  0.161  0.357
H  -6.208  1.457  0.334  0.487
H  4.347  1.944  -1.305  0.388
H  6.705  1.285  -1.166  0.440
H  5.752  -1.605  1.818  0.437
H  3.371  -0.953  1.683  0.395
H  0.271  -0.133  1.807  0.432
H  -1.069  -2.179  1.504  0.447



4.
The following is a DFT calculation (the ωB97M-V functional and the def2-TZVPD basis) of a molecular structure, C22H19F4N5O2Ti.

Kohn-Sham gap (spin up / spin down)	7.4231 / 7.4226	eV
E_LUMO (spin up / spin down)	-0.018 / -0.018	Ha
HOMO energy (spin up / spin down)	-7.91 / -7.91	eV

Each line ends with the Mulliken charge.
Cartesian coordinates (Å):
Ti  -0.215  -0.004  0.839  -1.132
C  1.933  2.001  -0.517  -1.115
N  0.649  2.087  0.202  0.683
C  0.858  2.931  1.395  -1.234
C  -0.376  2.718  -0.667  -0.823
C  -1.761  2.374  -0.147  -0.861
N  -1.699  0.951  0.065  1.355
C  -2.647  0.143  0.655  -0.167
C  -1.985  -1.025  1.084  0.957
F  -0.138  0.714  2.558  -0.496
C  -2.698  -1.931  1.828  0.522
F  -2.077  -3.021  2.329  -0.340
C  -4.051  -1.783  2.085  -0.985
C  -4.668  -0.630  1.632  0.578
F  -5.974  -0.451  1.877  -0.323
C  -3.989  0.354  0.937  -0.335
F  -4.628  1.481  0.553  -0.324
H  2.300  3.004  -0.761  0.340
H  1.828  1.437  -1.439  0.302
H  2.671  1.502  0.110  0.331
H  1.248  3.908  1.090  0.390
H  1.568  2.452  2.065  0.282
H  -0.074  3.059  1.936  0.356
H  -0.272  2.290  -1.664  0.176
H  -0.203  3.797  -0.732  0.416
H  -2.513  2.650  -0.892  0.421
H  -2.003  2.917  0.775  0.449
H  -4.621  -2.533  2.616  0.494
O  1.197  -3.379  -1.034  -0.673
C  1.083  -2.397  -0.332  -0.026
N  0.676  -1.145  -0.703  0.610
C  0.875  -0.801  -2.045  -0.607
O  1.950  -0.861  -2.590  -0.616
C  -0.334  -0.297  -2.797  0.930
C  -0.146  0.543  -3.887  -0.534
C  -1.262  1.018  -4.557  -0.382
C  -2.514  0.614  -4.121  -0.591
C  -2.592  -0.257  -3.040  -0.267
N  -1.530  -0.701  -2.383  -0.273
C  1.365  -2.543  1.138  0.728
C  1.883  -3.719  1.652  -0.748
C  2.205  -3.759  2.995  -0.270
C  1.985  -2.633  3.780  -0.800
C  1.442  -1.508  3.196  -0.188
N  1.160  -1.463  1.891  0.186
H  0.860  0.803  -4.187  0.429
H  -1.159  1.682  -5.405  0.430
H  -3.416  0.955  -4.611  0.419
H  -3.555  -0.608  -2.684  0.464
H  2.019  -4.563  0.991  0.513
H  2.621  -4.657  3.432  0.432
H  2.220  -2.633  4.835  0.416
H  1.203  -0.616  3.757  0.502



no.,energy (eV),strongest force on any atom (eV/A)
1,-116099.53189,7.10
2,-68743.85605,3.62
3,-36007.37960,1.13
4,-68655.76949,0.79